C35H51F16IO14S | ωB97M-V with the def2-TZVPD basis set

Calculated values
**Spin multiplicity**: 1
**E_LUMO**: -0.24 eV

Each line ends with the Mulliken charge.
Atoms and positions in Å:
C 5.95733 -2.94274 -0.70891  -1.299
C 5.60885 -1.68589 -1.50726  -0.191
C 4.33126 -1.00462 -0.98703  -0.743
C 4.27666 0.50842 -1.26810  -0.033
C 2.98756 0.97193 -1.94035  -1.086
C 1.78403 1.00809 -1.00468  -0.418
C 0.51705 1.51088 -1.70304  -0.795
C -0.77311 1.28921 -0.89067  -0.766
C -1.98595 0.98166 -1.77640  -0.474
C -3.34447 1.23803 -1.08842  -1.690
C -4.17510 -0.02448 -0.87392  -0.506
C -4.97137 -0.58573 -2.08198  -0.067
I -4.95508 0.65746 -3.83959  0.205
C -4.57464 -1.99342 -2.53752  -0.709
C -5.86392 -2.58857 -3.09420  0.379
O -6.04010 -3.62344 -3.65236  -0.539
O -6.90627 -1.71256 -2.81461  -0.344
C -6.46449 -0.84489 -1.80819  -0.410
S -6.88685 -1.67150 -0.19062  1.247
O -7.55259 -0.70104 0.61160  -0.569
O -7.50244 -2.93320 -0.45086  -0.620
F -5.52441 -2.00722 0.50499  -0.252
H 6.17341 -2.66831 0.32617  0.323
H 5.12279 -3.64552 -0.71807  0.256
H 6.83608 -3.44245 -1.12026  0.449
H 5.48421 -1.95571 -2.55933  0.264
H 6.43973 -0.97999 -1.43326  0.199
H 4.27714 -1.19675 0.08739  0.317
H 3.47496 -1.50018 -1.45449  0.435
H 5.11063 0.76187 -1.92941  0.479
H 4.45412 1.04899 -0.34137  -0.206
H 2.77528 0.33059 -2.80309  0.365
H 3.13820 1.98350 -2.33608  0.391
H 2.01869 1.69180 -0.18250  0.186
H 1.59796 0.01528 -0.58212  0.439
H 0.42926 1.03140 -2.68316  0.417
H 0.62956 2.58592 -1.87353  0.274
H -0.60584 0.45373 -0.20474  0.253
H -0.98130 2.18377 -0.29913  0.435
H -1.91217 1.60717 -2.67022  0.438
H -1.93308 -0.05830 -2.11012  0.351
H -3.91404 1.99639 -1.62280  0.656
H -3.15042 1.65665 -0.09634  0.546
H -3.51869 -0.82323 -0.52502  0.408
H -4.87867 0.17392 -0.06318  0.518
H -4.29176 -2.63154 -1.69628  0.364
H -3.82950 -2.02983 -3.32718  0.432
H -7.10790 0.03300 -1.77300  0.766
C 3.51715 -8.44797 -2.93865  -1.080
C 2.79585 -8.41604 -1.61002  -0.221
O 3.71208 -8.16444 -0.52281  -0.336
C 4.04540 -6.90008 -0.32618  0.363
O 3.66868 -5.94590 -0.93806  -0.512
C 4.99929 -6.80017 0.88280  0.890
F 5.95292 -7.73330 0.82392  -0.263
F 4.30573 -6.97914 2.01414  -0.271
F 5.57333 -5.60608 0.92019  -0.195
H 4.32152 -9.18330 -2.91742  0.303
H 2.81974 -8.71742 -3.73097  0.367
H 3.94834 -7.47607 -3.17486  0.309
H 2.35384 -9.38218 -1.37892  0.308
H 2.00850 -7.66381 -1.59550  0.321
C 9.89911 2.30238 -0.78494  -0.928
C 9.77872 1.73553 0.61056  -0.288
O 8.66048 2.31859 1.31591  -0.360
C 7.47360 1.80430 1.04716  0.379
O 7.22878 0.90736 0.29537  -0.507
C 6.41401 2.52790 1.90822  0.899
F 6.59618 3.84985 1.87835  -0.267
F 6.51720 2.11553 3.17775  -0.277
F 5.18457 2.26395 1.48172  -0.243
H 9.96172 3.38494 -0.74678  0.112
H 10.79462 1.91374 -1.26926  0.397
H 9.03617 2.03429 -1.39435  0.318
H 10.64686 1.99133 1.21379  0.331
H 9.67265 0.65157 0.60311  0.369
C -10.58768 -1.82161 1.00462  -0.581
C -10.88296 -3.10262 1.74428  -0.287
O -11.86021 -2.87346 2.78730  -0.334
C -13.12462 -2.84303 2.40707  0.338
O -13.56511 -3.01587 1.31086  -0.519
C -14.01992 -2.56106 3.63265  0.920
F -13.52457 -1.56007 4.37124  -0.231
F -14.09402 -3.65233 4.40187  -0.259
F -15.24479 -2.22965 3.24600  -0.247
H -10.27335 -1.04520 1.70229  0.123
H -9.79219 -1.96761 0.27882  0.009
H -11.47263 -1.46233 0.47743  0.409
H -10.00062 -3.46926 2.26323  0.313
H -11.23538 -3.88830 1.07803  0.345
C 14.99001 6.96851 1.28254  -1.098
C 14.66097 6.55947 -0.13539  -0.232
O 13.33266 5.99765 -0.22368  -0.305
C 12.33901 6.86839 -0.28700  0.223
O 12.41158 8.05947 -0.28806  -0.517
C 11.00082 6.11106 -0.40853  1.059
F 10.94038 5.09849 0.46639  -0.252
F 10.88001 5.60915 -1.64467  -0.261
F 9.98023 6.92398 -0.18246  -0.254
H 14.86976 6.12349 1.96058  0.303
H 16.02159 7.31419 1.33666  0.378
H 14.33898 7.77357 1.62042  0.318
H 15.31866 5.76465 -0.47876  0.308
H 14.74108 7.39681 -0.82692  0.329
C -13.12050 1.95792 3.17123  -1.233
C -11.66186 1.56206 3.21678  0.318
O -10.85160 2.44254 2.40787  -0.287
C -10.50474 3.59081 2.96210  0.300
O -10.77646 3.98522 4.05581  -0.515
C -9.61785 4.38628 1.98027  0.925
F -10.13071 4.37938 0.74726  -0.245
F -8.39805 3.83499 1.92997  -0.253
F -9.49585 5.64448 2.38215  -0.242
H -13.47291 1.99392 2.14007  0.322
H -13.71725 1.22936 3.71910  0.353
H -13.27547 2.93881 3.61887  0.375
H -11.51188 0.57595 2.78397  -0.180
H -11.28024 1.54784 4.23661  0.364

C35H51KN8O6PTe2 | ωB97M-V with the def2-TZVPD basis set

Calculated values
**Spin multiplicity**: 1
**Charge**: -1
**E_LUMO (alpha / beta)**: 1.31 / 1.17 eV

Each line ends with the Mulliken charge.
Atoms and positions in Å:
K 0.15291 -0.07214 0.71018  2.199
N -1.70359 -1.58044 4.23778  0.192
C -1.09929 -1.66064 2.91928  -1.412
N -2.04979 -1.55124 1.87448  -0.204
C -3.25399 -2.00904 2.04098  0.513
N -4.10909 -2.19534 1.00478  -0.998
N -3.83829 -1.88414 -0.20012  -0.439
C -2.99829 -1.00614 -0.64632  0.093
C -2.71559 -0.87004 -2.02802  0.872
C -3.40629 -1.59314 -3.01392  -0.820
C -3.08219 -1.43384 -4.33872  -0.684
C -2.03809 -0.56514 -4.67132  -1.085
C -1.40139 0.11066 -3.65512  -0.808
N -1.72049 -0.00554 -2.36302  1.132
C -3.75489 -2.43634 3.35188  0.728
C -5.00329 -3.00814 3.55668  -0.209
C -5.41829 -3.34594 4.83208  -0.780
C -4.58509 -3.10424 5.91658  -0.451
C -3.33659 -2.54824 5.73068  -0.833
C -2.90279 -2.21184 4.44838  -0.031
H -1.02659 -1.65184 4.98508  0.302
H -0.36189 -0.85224 2.81768  0.421
H -2.46949 -0.30804 0.01128  -0.219
H -4.18799 -2.25514 -2.68332  0.573
H -3.61989 -1.96564 -5.11002  0.405
H -1.73759 -0.41974 -5.69782  0.509
H -0.57269 0.77146 -3.88042  0.546
H -5.64149 -3.15794 2.69928  0.498
H -6.38709 -3.79974 4.98788  0.386
H -4.91529 -3.35004 6.91718  0.387
H -2.68669 -2.35514 6.57328  0.392
C -2.90779 1.84186 2.54588  -1.302
C -1.72539 2.73846 2.15578  1.516
C -0.65839 2.69686 3.25578  -1.404
C -2.24049 4.18496 2.01058  -2.012
O -1.13039 2.32006 0.96928  -0.105
H -3.36129 2.19516 3.46948  0.518
H -2.57709 0.81546 2.68488  0.178
H -3.65629 1.86296 1.75198  0.291
H -1.09079 2.99726 4.20648  0.445
H 0.15421 3.36946 2.99418  0.397
H -0.25279 1.69286 3.33888  0.005
H -2.59889 4.56136 2.96598  0.469
H -3.05439 4.20806 1.28478  0.357
H -1.44009 4.82746 1.65118  0.365
C -2.48899 3.00996 -3.07092  -1.519
Te -2.11449 2.15626 -1.00632  0.338
C -0.13399 2.63996 -1.59662  0.268
C -0.19189 3.76346 -2.56712  0.495
C 0.87021 4.64126 -2.72462  -0.544
C 0.80071 5.66906 -3.64972  -0.871
C -0.33439 5.82386 -4.42602  -0.519
C -1.40339 4.96056 -4.26342  -0.744
C -1.34959 3.92916 -3.33482  0.876
H -3.44449 3.53286 -3.17402  0.540
H -2.49699 2.19376 -3.79932  0.337
H 0.27311 1.74616 -2.06382  -0.966
H 0.46241 2.87936 -0.72312  0.839
H 1.75251 4.52856 -2.10792  0.575
H 1.62691 6.35646 -3.75682  0.408
H -0.39019 6.62296 -5.15182  0.395
H -2.29539 5.08576 -4.86312  0.459
C 4.01151 -2.76184 4.57588  -1.424
C 3.05081 -1.72264 4.01898  0.637
O 3.79091 -0.76054 3.27488  -0.240
P 3.08891 -0.08564 1.96128  -1.339
O 1.70501 0.35286 2.23408  -0.463
Te 4.66761 1.50156 1.26468  -0.480
O 3.01131 -1.32064 0.90158  0.426
C 4.23041 -1.90204 0.51478  -0.179
C 4.14141 -3.41854 0.58888  -1.394
H 3.45391 -3.49674 5.14988  0.354
H 4.75501 -2.29274 5.21818  0.351
H 4.53051 -3.26824 3.76528  0.282
H 2.54111 -1.20094 4.83878  0.357
H 2.29161 -2.19154 3.37408  -0.192
H 5.03871 -1.54394 1.16858  0.450
H 4.46051 -1.58714 -0.51362  0.154
H 3.95261 -3.72384 1.61378  0.212
H 5.06691 -3.87144 0.23478  0.403
H 3.30831 -3.76874 -0.01472  0.240
C 3.16801 0.16916 -4.71292  -1.253
N 3.41101 0.17476 -3.28452  0.130
C 3.90221 1.45406 -2.81862  -0.910
C 2.44481 -0.45764 -2.47862  -0.422
N 1.84551 0.06646 -1.48852  1.079
N 2.14401 -1.74224 -2.86862  0.118
C 3.22791 -2.62804 -3.24102  -1.268
C 1.09461 -2.40734 -2.12132  -0.296
H 2.57781 1.04626 -5.01272  0.317
H 2.62361 -0.72584 -4.99802  0.422
H 4.12031 0.20086 -5.24772  0.346
H 4.78901 1.70976 -3.39962  0.346
H 4.18921 1.38446 -1.76612  0.039
H 3.16401 2.26066 -2.94062  0.332
H 2.11541 1.02716 -1.32672  -0.174
H 4.09991 -2.05844 -3.55212  0.446
H 2.91081 -3.27504 -4.06422  0.322
H 3.51511 -3.26204 -2.39482  0.320
H 1.36151 -2.56134 -1.07292  0.080
H 0.89571 -3.36764 -2.59482  0.484
H 0.19621 -1.79854 -2.14972  -0.463
O 0.80891 -2.79234 2.23018  -0.186
O -0.43359 -2.89104 2.80078  -0.224